1.
118
Properties=species:S:1:pos:R:3:forces:R:3 method="wB97M-V/def2-TZVPD" total_charge=+1 homo_lumo_gap_ha=0.250 lumo_ev=-2.7
C 0.618540 4.013021 1.910651 -0.02 0.00 0.10
C -3.593405 2.943784 3.706482 0.00 0.00 0.01
H -2.303213 0.603607 -2.779783 0.02 0.04 -0.10
H 4.293379 -1.477827 1.264505 0.03 -0.03 0.05
H 0.209109 -1.832071 -2.320425 -0.04 -0.13 -0.08
H -5.809561 -1.191381 0.538737 0.04 -0.15 0.23
H -1.195547 -3.952016 -5.322504 0.02 -0.01 -0.03
C -6.201451 2.125125 -0.734292 0.02 -0.04 -0.02
H -3.191503 -1.487532 2.072505 -0.01 -0.01 0.00
C -0.823710 4.914027 -0.464375 -0.04 -0.06 0.14
P -1.727813 2.094209 0.113477 0.50 -0.26 0.07
C -0.542391 -1.900855 2.351955 0.02 0.11 0.00
H -3.859696 -2.279804 -0.793751 -0.02 -0.02 -0.04
H -3.390762 3.953726 1.850642 -0.14 0.10 -0.12
H -5.524227 -4.832724 1.388459 -0.01 -0.03 0.02
H -3.235957 -3.931879 1.698337 0.05 -0.03 0.02
H 0.407389 -4.057979 4.802862 0.03 -0.03 0.08
C -5.659968 -2.757417 1.988605 0.02 0.01 0.01
H 0.518783 -3.373333 -3.093227 0.03 -0.02 -0.02
C -0.998824 5.635359 0.866472 -0.04 0.01 0.02
N -1.855062 0.987682 -3.597299 -0.08 -0.10 0.06
H 1.828471 -1.610560 1.184217 -0.12 0.01 0.22
C -1.773189 -3.749434 -4.419870 0.01 0.00 -0.04
H 1.081073 5.999237 1.239541 0.05 0.04 -0.01
H 1.596636 3.777119 0.015569 0.04 0.04 0.00
H -4.409462 4.015316 -1.746775 0.04 0.05 0.02
C -3.749833 -1.348990 1.140097 0.07 0.06 -0.05
H 0.108436 5.961893 2.697872 -0.01 0.01 0.02
C 0.962776 0.614735 2.925220 -0.22 -0.13 -0.22
C -3.186139 2.448117 -1.005153 0.11 -0.04 -0.08
H -3.692251 4.445117 -0.225524 0.22 0.19 0.10
C 0.771408 3.312954 0.565550 0.17 -0.18 0.08
H -0.868032 -1.779784 -4.529267 0.01 0.05 -0.04
H -2.030171 -5.344676 -1.368134 -0.03 0.01 0.04
H -2.812721 -3.645787 -4.733394 -0.05 0.00 -0.02
N 1.642264 -0.494775 -0.528644 0.34 0.22 -0.20
C -3.233640 1.837419 4.466508 -0.02 0.06 0.01
H -0.146458 -4.012757 -0.978691 -0.07 0.01 -0.02
H -2.134437 -1.903388 -3.325457 -0.01 -0.01 0.01
C -1.976061 -4.480152 -2.030813 -0.06 -0.02 0.10
C 1.361488 0.973217 -4.906081 -0.11 -0.01 -0.01
H 1.403568 1.499785 2.485000 0.07 0.15 -0.06
H -1.212372 6.690496 0.688553 0.00 0.02 0.01
H -3.605680 1.728486 5.474786 -0.03 0.00 0.07
H -0.024477 -5.689036 2.993174 0.01 -0.07 0.01
C -5.513091 3.309490 -0.085696 0.08 0.04 0.00
H -0.627293 -5.327607 -3.475347 0.04 -0.03 0.00
H -3.459135 -4.634435 0.111690 0.06 -0.08 -0.12
C -0.524029 0.885744 -3.678176 0.15 0.09 -0.08
H 0.598146 0.903223 3.911166 -0.06 0.01 0.11
C -4.170921 3.627425 -0.749745 0.09 -0.11 -0.20
H 1.552016 3.929292 2.470299 0.01 0.00 0.05
H -1.855659 5.228062 1.409363 0.00 0.02 -0.03
C -5.265479 0.935204 -0.627088 0.01 0.20 0.01
C -3.331511 -2.448711 0.153925 0.02 0.15 -0.03
H -2.973740 -4.036463 -2.047983 -0.08 0.02 0.04
H -2.064168 0.057303 4.546895 0.03 -0.12 0.07
C -3.125004 3.076575 2.412986 -0.02 -0.03 -0.01
C -3.976916 1.182125 -1.399938 -0.01 -0.09 0.00
H 1.033477 2.257947 0.689026 0.01 0.13 -0.04
H 2.977498 1.055980 -6.132768 -0.07 0.01 0.01
C -1.289999 -2.442106 -3.772751 0.00 0.03 0.03
C -0.106706 -2.366924 3.594049 -0.01 -0.03 -0.01
C -0.614512 -4.191621 1.586551 -0.03 0.01 -0.05
H -6.429788 2.336243 -1.783110 -0.01 0.01 -0.06
H -5.488426 -0.603508 2.162393 -0.03 0.04 0.06
N 0.151675 0.621790 -2.531789 0.22 -0.27 -0.20
H -5.392785 3.071290 0.968792 0.13 0.04 0.20
N 2.134136 0.666156 -3.847372 -0.16 0.07 0.24
C -0.473808 3.430920 -0.302362 -0.29 0.05 -0.36
H -2.593159 2.735224 -1.888178 -0.17 -0.01 0.07
C 0.250457 5.482355 1.728642 0.00 0.00 0.00
P -1.519684 -2.206795 -0.228530 0.37 -0.14 -0.07
C -0.173754 -4.633102 2.820735 0.02 -0.01 0.06
C -0.938091 -3.468468 -1.503654 0.03 -0.03 0.12
C -0.807868 -2.833732 1.343376 -0.08 0.01 -0.08
H -2.301562 -5.739770 -3.751128 -0.02 -0.02 -0.01
H -4.249579 1.279963 -2.455795 -0.05 0.01 -0.05
H 0.028010 5.367664 -0.984413 0.01 0.00 -0.01
N 1.979927 1.164199 -6.075223 0.00 0.02 -0.03
H -3.464951 -0.364367 0.756932 0.02 -0.21 0.10
C 4.419336 -0.341160 -0.562939 -0.07 -0.11 0.13
H -5.168521 -2.939929 2.948511 0.01 -0.02 0.06
H 1.436892 1.365215 -6.895726 0.01 0.00 0.01
H -6.735061 -2.779907 2.172252 -0.02 -0.01 -0.01
H -6.132379 4.206450 -0.137033 -0.01 0.02 0.00
C -5.241560 -1.395415 1.452952 -0.12 -0.23 -0.05
C -2.306125 2.097071 1.852837 0.03 0.07 -0.12
H -0.817387 -4.918656 0.812898 -0.03 -0.07 -0.06
C 3.755758 -1.007972 0.455390 0.02 0.06 -0.10
H -0.207161 3.059587 -1.304245 -0.05 -0.01 0.09
C 2.297955 0.071596 -1.558753 -0.12 -0.13 0.26
C 3.677956 0.181739 -1.606045 -0.10 -0.10 0.05
C -3.749541 -3.801406 0.742545 0.05 0.05 0.03
H -2.367093 1.030464 -4.462475 0.01 0.00 0.00
Si -0.525955 -0.055990 1.946430 0.05 0.02 -0.17
H -5.796542 -3.713249 0.066145 -0.03 -0.01 -0.05
H 4.136731 0.647907 -2.462330 0.02 0.04 -0.04
C 1.477452 0.501372 -2.716153 -0.06 0.09 -0.03
H 1.748128 -0.115688 3.071452 0.20 -0.21 -0.02
Pt -0.562861 0.098376 -0.356339 -0.63 0.37 0.24
C -5.253181 -3.847852 1.006543 0.00 0.01 0.01
H -7.147278 1.914111 -0.235905 -0.05 0.01 0.02
C 2.372537 -1.065773 0.431117 0.04 0.04 -0.19
H -3.344358 0.292067 -1.301100 0.04 0.03 -0.03
N 0.033559 1.074084 -4.870058 0.00 0.02 0.02
C -1.642048 -4.925894 -3.450051 -0.01 -0.04 0.02
C 0.068544 -3.718525 3.835523 -0.01 -0.02 -0.03
C -1.905897 1.009501 2.627048 -0.05 -0.09 0.14
H -5.042976 0.760461 0.431524 -0.08 0.18 -0.25
H -0.151886 3.511896 2.508706 0.05 0.04 -0.03
H 0.125975 -1.662488 4.379752 0.02 0.10 0.11
C -2.374379 0.894228 3.936317 -0.03 0.03 -0.10
H 5.495479 -0.263565 -0.563030 0.09 0.01 0.02
H -5.735405 0.027453 -1.011325 0.04 0.07 -0.05
H -1.671112 5.061307 -1.125529 -0.29 -0.02 -0.05
C -0.272695 -2.742205 -2.682171 0.14 0.21 0.02
H -4.235733 3.705047 4.124068 -0.05 0.05 0.04


2.
118
Properties=species:S:1:pos:R:3:forces:R:3 method="wB97M-V/def2-TZVPD" homo_lumo_gap_ha="0.186 / 0.187" lumo_ev="-1.1 / -1.1"
C -1.487811 -3.850883 2.226898 0.01 -0.22 -0.40
C 3.534469 -3.504499 -0.679172 1.49 0.82 1.43
H 1.542561 -1.943407 -3.828214 0.38 1.28 0.08
H -2.530032 -1.728363 3.922252 0.65 0.86 -0.31
H -1.347188 -3.465674 3.235935 0.03 -0.40 -0.12
C -4.877512 -0.638970 -2.274538 0.17 0.39 0.07
C 3.443846 -1.096851 4.291620 -0.81 -0.15 -0.47
O 1.595112 0.601323 0.299633 -1.84 -1.23 -1.56
C 0.816612 4.570074 0.734021 0.22 0.65 0.58
H 1.938350 -1.140190 2.383176 -0.48 -1.59 -0.32
C -1.922637 -3.483688 -3.294076 -0.01 1.00 0.07
H 1.807523 4.546139 1.238963 -0.51 -0.40 -0.40
H -1.313086 0.715819 2.422428 -0.19 -0.16 0.16
H -0.657308 5.963705 -4.417488 0.12 0.13 0.19
H -1.853302 -4.588586 -3.396047 0.70 0.85 0.19
H -2.409339 3.867927 1.820179 0.51 0.23 -0.56
H -4.762865 -0.735097 4.164051 0.18 0.17 -0.19
Si -1.170794 -2.310702 -1.789487 -0.07 0.22 -0.17
C -0.678625 2.959332 -0.650927 0.73 -1.39 0.47
H -3.104333 0.444083 0.797593 0.14 -0.16 -0.10
H 6.722759 -4.651065 1.276031 -0.14 0.21 0.07
H 0.958163 4.284020 -1.410479 -0.28 -0.13 0.18
P -0.386608 -1.375388 1.619233 -0.29 0.41 -0.80
H 5.134672 -0.545100 -2.895900 -0.31 0.39 0.13
H 3.401688 -5.564608 -1.240760 -0.01 -0.10 0.00
C 5.150167 -5.185064 -0.053428 0.26 -0.96 0.01
C -2.012680 -0.719726 3.875204 -0.80 -1.06 0.49
H -1.582715 1.967824 -4.208126 0.62 0.29 -0.14
H -4.963994 0.939113 4.613179 0.11 0.05 -0.07
H 4.914453 0.198085 -4.534956 -0.21 0.01 0.36
H -5.245604 0.619056 2.156654 0.86 -0.02 0.07
C 1.244558 -2.455679 4.060927 0.80 -2.13 -0.63
C -1.162477 4.024412 -3.775702 -0.07 0.16 -0.30
H -1.590559 -2.954938 -4.207654 0.11 -0.59 0.12
H 0.099894 2.793170 -5.686508 0.55 -0.19 0.43
H 5.982807 -2.295853 1.471732 -0.16 0.08 -0.38
C -0.724597 2.525460 -3.780264 0.91 -0.41 0.10
H -1.685997 4.134855 -4.743076 0.04 -0.18 0.35
P -0.636816 1.552427 -2.095691 -0.42 0.78 0.45
H 2.244813 -1.898299 5.926314 0.09 0.12 -0.43
H 1.279795 5.413748 -5.350774 -0.03 -0.57 0.03
H 3.868035 -1.438650 3.321597 -0.41 0.17 0.47
C 2.535611 -2.188957 4.897527 0.19 0.41 0.62
H -5.643936 1.364663 -2.456610 0.33 -0.14 0.03
C -2.922805 0.233609 4.645609 0.94 0.53 1.05
H -5.853186 -1.131107 -2.291448 0.25 0.30 0.00
H -0.146669 4.999574 2.616222 -0.29 -0.27 -0.45
S 1.945365 -3.253342 -1.382075 -0.69 2.32 0.22
C 3.067563 -0.590911 -3.584966 0.27 0.79 1.62
H 1.972791 3.255931 -3.269131 -0.05 -0.13 -0.09
H 1.496699 2.858637 -0.562111 -0.22 0.45 0.48
C 5.848206 -4.286040 0.742200 0.18 -0.47 -0.22
H 0.870681 1.458468 -4.951035 0.76 -1.58 0.24
H -1.067390 -0.818714 4.400204 -0.02 -0.05 -0.06
H 3.116332 -3.107360 5.049993 -0.23 0.06 -0.27
H -2.312120 -6.683225 0.500284 -0.08 0.06 0.16
H -0.247160 3.306795 2.216313 0.44 -0.09 -0.19
H -3.015415 -3.288113 -3.314958 0.73 -0.16 0.16
C 1.230538 4.969137 -4.345244 0.41 -0.31 0.06
C -0.157275 5.246786 -3.759702 -0.82 -0.53 0.20
C -3.723261 -1.400598 -2.128903 -0.50 0.83 0.14
H 4.298769 -0.915353 4.914014 0.39 0.05 0.49
H -3.613352 -1.106418 1.461978 0.23 0.44 0.29
H -2.948940 -0.022398 5.723935 0.01 -0.15 -0.50
H -0.137386 5.756289 -2.775623 0.20 -0.61 -0.31
H 0.393782 -2.631555 4.774874 0.50 0.41 -0.97
C -4.303258 0.262910 4.061367 -0.33 0.00 -0.16
H -3.943268 1.758726 2.528384 -0.08 -0.44 0.25
Nb 1.183634 -0.622050 -0.882439 3.14 0.57 0.94
H 1.450923 -3.415270 3.518082 -0.53 0.48 0.52
C -1.217125 -2.998848 1.167687 -0.04 -0.18 -0.93
C -1.918493 -4.768034 -0.402237 -0.02 0.45 0.63
C 1.671134 3.474126 -4.301219 -0.74 -0.53 -0.07
H 5.489600 -6.218346 -0.138095 -0.02 0.22 0.12
C 4.361702 -2.511067 0.032520 -0.33 -1.87 -0.27
C -1.508779 -3.433247 -0.224513 0.39 0.83 1.43
C -1.893154 -5.171129 1.989528 0.00 -0.28 0.24
H -1.906547 4.794355 -0.982632 0.34 -0.44 0.18
S 4.219341 -0.820111 0.125415 -2.56 0.90 -1.03
H 2.887369 1.033849 4.816945 -0.58 -0.92 -0.04
H -3.382671 2.436161 -2.275982 -0.34 0.08 -0.12
H -2.086024 5.480971 1.238249 0.47 -0.68 -0.31
C 1.047201 -1.398885 2.997303 -0.39 3.01 0.00
C 0.748913 3.672945 -0.518684 -0.79 -0.91 -0.86
H -3.848533 -2.466166 -1.965507 0.03 0.21 -0.02
H -1.915348 4.182863 -3.007019 -0.08 0.05 0.00
H 2.582969 3.357936 -4.906974 -0.38 -0.11 0.05
C -3.207208 -0.107613 1.736013 0.37 -0.65 -0.17
C -1.704088 4.430803 1.156563 -0.69 0.48 0.92
C -2.066956 -5.645551 0.697410 0.18 0.78 -0.32
H -2.438521 1.234693 4.634650 -0.42 -0.25 -0.16
H 1.987815 5.533132 -3.785790 -0.14 -0.07 0.00
C 5.449288 -2.969707 0.801933 0.06 -0.77 -0.15
C -0.296123 4.302348 1.766497 0.10 0.20 0.11
C -3.489916 1.359122 -2.264725 0.05 -0.33 -0.18
H -2.136968 -5.142770 -1.406880 0.17 0.18 0.44
C 1.194600 -0.000570 3.826347 -2.06 -1.63 1.20
C -4.747757 0.745645 -2.356475 -0.22 0.24 0.08
O 2.462773 0.096893 -2.722442 0.26 -0.22 0.70
C 3.987482 -4.832918 -0.702141 -0.02 0.92 0.08
C -2.314134 0.613980 -2.165776 0.28 -1.08 0.38
C -1.812858 -0.269100 2.433188 0.48 -0.27 -0.46
C -4.219395 0.685205 2.601549 -0.63 0.27 -0.64
C -1.831279 3.923315 -0.302834 -0.71 -0.04 -0.46
H -2.030133 -5.836163 2.844735 -0.02 0.13 -0.28
H -2.820217 3.422633 -0.362259 0.58 0.11 -0.18
H 0.731616 5.650007 0.464397 -0.15 -0.68 -0.15
C 0.545367 2.424841 -4.723433 -1.47 3.41 0.04
H 0.755811 -0.208969 4.820752 -0.42 0.31 -0.40
N 2.345695 -1.443384 -4.261261 -1.26 -2.76 -1.15
H 2.986438 0.671173 3.138318 0.35 -0.23 0.38
H 2.801922 -2.142498 -4.816811 0.59 0.12 -0.37
H 0.682149 0.852908 3.391374 0.14 0.09 -0.14
C 4.585648 -0.581468 -3.836986 -0.82 0.19 -0.06
H -0.703054 2.179361 0.156748 0.16 0.64 -0.27
C -2.443240 -0.833726 -2.116109 0.24 0.13 0.89
H 4.825404 -1.535997 -4.275990 0.15 -0.32 -0.31
C 2.639411 0.217577 4.093604 2.11 1.25 -1.81